No. 1
A 4-piece molecular cluster, C27H40N2O11 overall at a distorted geometry, computed with ωB97M-V/def2-TZVPD.

Calculated values
- SMILES string = C=CC(=O)OCCCCCC[C@@H](C#N)[C@H](C#N)CC.C[C@@H]1COC(=O)O1.C[C@@H]1COC(=O)O1.C[C@@H]1COC(=O)O1
- electronic energy (hartree) = -1989.9102
- largest force on an atom (Eh/bohr) = 0.082
- HOMO energy (Ha) = -0.3528
- Kohn-Sham gap (eV) = 10.0

Geometry as ORCA input:
```
! RIJCOSX wB97M-V def2-TZVPD def2/J DEFGRID3
* xyz 0 1
C 4.43183 1.87579 1.93562
C 3.22168 1.79430 1.35458
C 3.05049 2.25701 -0.10839
O 3.40048 3.35981 -0.37809
O 2.48180 1.43435 -1.05938
C 1.05549 1.78758 -1.06420
C 0.16742 0.53265 -1.31512
C -1.35927 0.89149 -1.22694
C -2.07705 0.01503 -0.13143
C -1.82883 0.66354 1.28338
C -2.98180 1.59383 1.77645
C -2.84725 3.10435 1.36465
C -3.74085 3.89131 2.35169
N -4.30305 4.41327 3.17998
C -1.41473 3.70524 1.51363
C -0.79015 3.31877 2.85790
N -0.13596 3.00621 3.73017
C -1.37362 5.27970 1.39273
C -2.09236 5.76053 0.09382
H 4.78083 1.13931 2.67858
H 5.10508 2.72731 1.70909
H 2.35765 1.43827 1.94809
H 0.91859 2.57654 -1.83557
H 0.84830 2.24811 -0.06488
H 0.48432 -0.23947 -0.57899
H 0.37833 0.20288 -2.35692
H -1.52689 1.95302 -0.92130
H -1.83663 0.67846 -2.20637
H -3.15231 -0.15948 -0.34172
H -1.57450 -0.97684 -0.09837
H -0.81902 1.12511 1.29282
H -1.77835 -0.19041 2.00406
H -3.91776 1.21839 1.29607
H -3.17444 1.53336 2.86929
H -3.29539 3.30906 0.36782
H -0.79007 3.33019 0.67461
H -0.30202 5.57069 1.28693
H -1.74939 5.75919 2.31705
H -2.03286 6.86830 0.03763
H -3.15665 5.43405 0.04212
H -1.62039 5.35039 -0.83149
C 1.24559 -4.79762 2.57207
C 0.43547 -3.67254 1.97481
C -1.02078 -3.69457 2.35678
O -1.64384 -3.08385 1.22365
C -0.83997 -3.32165 0.15263
O -1.15517 -3.14206 -0.98091
O 0.37099 -3.79464 0.54711
H 2.30748 -4.63815 2.36593
H 1.10672 -4.85887 3.65311
H 0.97510 -5.75701 2.12410
H 0.89252 -2.70838 2.21901
H -1.22008 -3.12357 3.26290
H -1.42360 -4.70383 2.47628
C -3.01644 -2.83319 -5.36042
C -3.89127 -1.60320 -5.27336
C -3.68052 -0.62711 -6.40090
O -3.99893 0.62335 -5.78866
C -3.74486 0.48949 -4.45989
O -3.69393 1.39247 -3.68708
O -3.54831 -0.81431 -4.12835
H -3.30726 -3.56060 -4.60121
H -3.09631 -3.30750 -6.34017
H -1.97099 -2.58301 -5.16923
H -4.94285 -1.89118 -5.19173
H -4.33799 -0.82261 -7.24708
H -2.64636 -0.58968 -6.75481
C 6.19102 -1.27058 0.76648
C 5.66722 -2.63208 1.16292
C 4.16757 -2.69078 1.28498
O 3.97889 -3.70667 2.27425
C 5.09718 -3.71112 3.05666
O 5.18585 -4.27780 4.09616
O 6.09018 -2.97532 2.48959
H 7.26125 -1.32114 0.56007
H 5.68586 -0.89542 -0.12520
H 6.06230 -0.55157 1.57766
H 6.03776 -3.39621 0.47440
H 3.68613 -2.96887 0.34765
H 3.72370 -1.75980 1.65020
*
```

No. 2
C3H5O3P in the gas phase at a distorted geometry, computed with ωB97M-V/def2-TZVPD.

Calculated values
- SMILES string = CP1OCC(=O)O1
- electronic energy (hartree) = -684.3869
- largest force on an atom (Eh/bohr) = 0.069
- HOMO energy (Ha) = -0.3520
- Kohn-Sham gap (eV) = 10.2
- energy relative to the best compared isomer or geometry (same formula, charge and spin) (eV) = 1.064

Geometry as ORCA input:
```
! RIJCOSX wB97M-V def2-TZVPD def2/J DEFGRID3
* xyz 0 1
C 1.72699 0.44007 -0.95135
P 0.49367 1.37167 0.20828
O 0.10606 0.22068 1.38216
C -1.00230 -0.69786 1.05499
C -1.52467 -0.20892 -0.27170
O -2.53565 -0.73964 -0.66980
O -0.90189 0.87598 -0.66448
H 2.70022 0.27522 -0.35891
H 2.05072 1.20880 -1.63618
H 1.08875 -0.45812 -1.19621
H -1.66979 -0.65583 1.90537
H -0.53209 -1.63206 1.19784
*
```

No. 3
C19H21ClN2O2 as an isolated structure at a distorted geometry, computed with ωB97M-V/def2-TZVPD.

Calculated values
- electronic energy (hartree) = -1456.2268
- largest force on an atom (Eh/bohr) = 0.279
- HOMO energy (Ha) = -0.3151
- Kohn-Sham gap (eV) = 8.8
- energy relative to the best compared isomer or geometry (same formula, charge and spin) (eV) = 17.227

Geometry as ORCA input:
```
! RIJCOSX wB97M-V def2-TZVPD def2/J DEFGRID3
* xyz 0 1
O 1.03845 -1.24760 1.47399
C 1.56936 -0.34812 0.74258
N 2.50456 0.58027 1.13043
H 2.90932 1.24514 0.62345
N 2.92080 0.97249 2.72337
C 2.01999 1.31351 3.61840
C 1.16501 0.16599 4.42204
C 2.14700 -0.54844 4.96061
C 3.08278 -1.24482 3.95070
C 3.76070 -0.24470 3.22006
H 4.57901 -0.76413 2.28747
H 4.64512 0.31613 3.88387
H 3.59738 -1.88679 4.56099
H 2.42708 -1.93623 3.15827
H 1.52582 -1.29047 5.50616
H 2.72886 -0.25757 5.79250
H 0.40394 0.80339 5.07896
H 0.55728 -0.30391 3.61295
H 1.37864 2.08788 2.78310
H 2.62841 1.82623 4.22770
C 1.57820 -0.19843 -0.64021
C 0.38435 -0.63506 -1.18143
C 0.09710 -0.48527 -2.63790
C 1.16794 -0.39143 -3.39634
C 2.51961 0.14974 -3.05062
C 2.55038 -0.08543 -1.59465
H 3.49783 0.02396 -0.99564
H 3.28844 0.08648 -3.72129
H 0.98225 -0.28070 -4.38913
C -1.42131 -0.64485 -3.06687
O -2.12763 0.41139 -2.54922
C -3.48295 0.52901 -2.71481
C -4.15492 -0.46720 -3.69393
C -5.56108 -0.28379 -3.75410
C -6.24945 0.64503 -3.12376
C -5.54247 1.42955 -2.48078
C -4.25801 1.54127 -2.10560
H -3.77844 1.75278 -1.36968
H -6.15360 2.21744 -1.79697
Cl -7.78545 0.67058 -3.51463
H -6.13178 -1.12238 -4.53959
H -3.48025 -1.45794 -4.14314
H -1.67026 -1.62733 -2.76643
H -1.41785 -0.44629 -4.02804
H -0.44018 -0.56936 -0.50286
*
```